No. 1
This record from the OMol25 dataset describes the molecule C3H9ClNP. The level of theory is ωB97M-V with the def2-TZVPD basis set.

XYZ file:
```
15
Properties=species:S:1:pos:R:3
Cl 3.026 0.569 0.010
P 1.092 -0.596 -0.847
N 1.182 -1.983 0.064
C -0.286 1.758 -0.298
C -0.171 0.313 0.181
C -1.513 -0.407 0.043
H -1.821 -0.433 -1.002
H -2.270 0.128 0.610
H 0.689 2.234 -0.302
H 0.156 0.300 1.228
H -1.458 -1.429 0.410
H -0.945 2.322 0.359
H 1.869 -2.661 -0.225
H 1.145 -1.905 1.076
H -0.696 1.791 -1.307
```

- 2S+1: 1
- Frontier orbital gap: 9.98 eV
- E_tot: -976.04076 Ha
- M: 125.54 g/mol
- LUMO level: 0.0145 Eh
- Max |F|: 1.91 eV/Å
- Net charge: 0



No. 2
This record from the OMol25 dataset describes a 2-piece molecular cluster, C3H9ClOP2 overall. The level of theory is ωB97M-V with the def2-TZVPD basis set.

XYZ file:
```
16
Properties=species:S:1:pos:R:3
Cl 1.440 0.054 -2.269
P 0.109 -2.948 0.393
P 0.074 -0.826 0.372
O -0.819 -0.380 -1.056
C -1.367 -0.193 1.334
C 1.623 2.027 0.680
C -0.361 -0.271 -2.326
H -0.609 -1.182 -2.744
H 2.556 1.976 0.222
H -2.316 -0.538 0.902
H -1.261 0.859 1.467
H -0.859 0.622 -2.703
H -1.312 -0.595 2.294
H 0.670 2.390 0.236
H 1.427 1.865 1.701
H 1.003 -2.860 1.496
```

- 2S+1: 1
- Frontier orbital gap (alpha / beta): 8.43 / 6.48 eV
- E_tot: -1337.68861 Ha
- M: 158.50 g/mol
- LUMO level (alpha / beta): 0.0080 / -0.0580 Eh
- Max |F|: 3.13 eV/Å
- Net charge: 0